one) Here is a cluster of 2 separate species, C9H14N2O2 in total from the OMol25 dataset. Energies are from wB97M-V/def2-TZVPD.

For the molar mass, the calculation gives 182.22 u. As for the HOMO-LUMO gap: 9.900 eV.

Atoms and positions in Å:
1 O 1.21 2.27 -1.09
2 C 1.68 1.30 -0.44
3 C 1.80 1.27 0.95
4 C 2.40 0.21 1.53
5 N 2.89 -0.90 0.82
6 C 2.93 -0.83 -0.57
7 O 3.58 -1.64 -1.28
8 N 2.27 0.22 -1.12
9 H 1.35 2.11 1.50
10 H 2.67 0.32 2.57
11 H 3.70 -1.46 1.21
12 H 2.32 0.28 -2.16
13 C -1.61 0.62 -1.07
14 C -1.36 0.78 0.46
15 C -2.06 -0.42 1.11
16 C -2.12 -1.48 0.04
17 C -2.50 -0.61 -1.19
18 H -2.00 1.50 -1.56
19 H -0.67 0.41 -1.57
20 H -1.78 1.74 0.78
21 H -0.28 0.82 0.67
22 H -3.04 -0.15 1.45
23 H -1.51 -0.70 2.04
24 H -2.83 -2.28 0.25
25 H -1.13 -1.95 -0.09
26 H -3.55 -0.30 -1.07
27 H -2.36 -1.12 -2.18

---

two) Here is the molecule C9H14N2O2 from the OMol25 dataset. Energies are from wB97M-V/def2-TZVPD.

For the molar mass, the calculation gives 182.22 u. As for the HOMO-LUMO gap: 9.710 eV.

Atoms and positions in Å:
1 C 1.69 2.77 0.94
2 O 0.64 1.85 0.56
3 C 0.73 1.24 -0.65
4 O 1.66 1.49 -1.39
5 C -0.19 0.01 -0.77
6 C 0.65 -1.12 -0.01
7 C 0.02 -2.51 -0.11
8 C 2.11 -1.27 -0.52
9 N -1.47 0.20 -0.31
10 C -1.91 0.64 0.92
11 C -3.26 0.49 0.98
12 N -3.65 0.12 -0.30
13 C -2.58 -0.11 -0.97
14 H 1.50 3.00 1.92
15 H 1.69 3.50 0.19
16 H 2.64 2.21 0.80
17 H -0.13 -0.11 -1.83
18 H 0.74 -0.78 1.07
19 H -0.13 -2.82 -1.08
20 H 0.56 -3.32 0.50
21 H -0.97 -2.47 0.45
22 H 2.71 -0.75 0.16
23 H 2.34 -2.38 -0.45
24 H 2.28 -0.84 -1.55
25 H -1.17 0.80 1.71
26 H -3.99 0.87 1.68
27 H -2.52 -0.69 -1.96

---

Verdict on stability: two) comes out at the bottom.

---

one) Here is the molecule C9H14N2O2 from the OMol25 dataset. Energies are from wB97M-V/def2-TZVPD.

For the molar mass, the calculation gives 182.22 u. As for the HOMO-LUMO gap: 10.476 eV.

Atoms and positions in Å:
1 C 1.41 2.12 -0.21
2 C 0.77 0.99 0.59
3 C -0.46 0.35 -0.07
4 C -1.02 -0.87 0.71
5 C -0.26 -2.32 0.62
6 C 0.43 -2.62 -0.73
7 C -2.48 -1.04 0.36
8 O -3.20 -1.97 0.46
9 N -2.91 0.19 -0.07
10 C -4.04 0.82 -0.22
11 N -5.05 1.33 -0.28
12 C -1.65 1.30 -0.27
13 O -1.67 2.25 0.68
14 H 1.53 1.96 -1.33
15 H 2.44 2.40 0.28
16 H 0.71 2.97 -0.21
17 H 0.46 1.26 1.63
18 H 1.58 0.16 0.74
19 H -0.06 0.02 -1.02
20 H -1.14 -0.78 1.77
21 H 0.41 -2.51 1.42
22 H -1.08 -2.98 0.83
23 H -0.08 -2.44 -1.72
24 H 0.64 -3.65 -0.85
25 H 1.37 -2.20 -0.89
26 H -1.76 1.75 -1.23
27 H -2.15 3.03 0.37

---

two) Here is a cluster of 2 separate species, C9H14N2O2 in total from the OMol25 dataset. Energies are from wB97M-V/def2-TZVPD.

For the molar mass, the calculation gives 182.22 u. As for the HOMO-LUMO gap: 9.414 eV.

Atoms and positions in Å:
1 O -2.21 -2.06 -1.11
2 C -2.32 -1.10 -0.49
3 C -2.76 -0.80 0.84
4 C -2.65 0.50 1.40
5 N -1.96 1.46 0.65
6 C -1.71 1.25 -0.75
7 O -1.12 2.22 -1.40
8 N -2.07 0.05 -1.38
9 H -3.19 -1.51 1.64
10 H -2.85 0.63 2.40
11 H -1.87 2.36 0.95
12 H -1.67 -0.08 -2.19
13 C 2.35 0.85 0.49
14 C 1.30 0.00 1.16
15 C 1.60 -1.39 0.56
16 C 1.55 -0.87 -0.98
17 C 1.96 0.54 -1.10
18 H 2.14 1.94 0.66
19 H 3.49 0.75 0.66
20 H 0.27 0.47 0.78
21 H 1.34 -0.14 2.19
22 H 0.76 -1.82 0.84
23 H 2.69 -1.88 0.65
24 H 0.63 -1.29 -1.49
25 H 2.34 -1.58 -1.49
26 H 1.20 1.11 -1.53
27 H 2.75 0.39 -1.97

---

Verdict on stability: two) comes out at the bottom.

---

one) Here is a cluster of 2 separate species, C4H16N3O in total from the OMol25 dataset. Energies are from wB97M-V/def2-TZVPD.

For the molar mass, the calculation gives 122.19 u. As for the HOMO-LUMO gap: 10.084 eV. The total charge is +1.

Atoms and positions in Å:
1 N -1.68 -0.73 -0.34
2 C -0.29 -0.76 0.15
3 C 0.37 0.62 -0.02
4 C -0.45 1.89 0.49
5 N -1.58 1.64 1.37
6 C 0.52 -1.87 -0.63
7 N -0.41 -2.91 -1.05
8 H -2.13 -1.64 -0.21
9 H -2.22 -0.06 0.21
10 H -1.71 -0.43 -1.31
11 H -0.24 -0.97 1.22
12 H 0.57 0.79 -1.08
13 H 1.34 0.63 0.46
14 H -0.65 2.57 -0.33
15 H 0.30 2.37 1.14
16 H -2.40 2.19 1.13
17 H -1.40 1.44 2.34
18 H 1.17 -1.45 -1.40
19 H 1.15 -2.26 0.17
20 H -0.39 -3.68 -0.41
21 H -0.17 -3.33 -1.94
22 H 2.87 1.77 -0.45
23 H 4.16 2.18 0.11
24 O 3.25 1.99 0.40

---

two) Here is a cluster of 2 separate species, C4H16N3O in total from the OMol25 dataset. Energies are from wB97M-V/def2-TZVPD.

For the molar mass, the calculation gives 122.19 u. As for the HOMO-LUMO gap: 11.262 eV. The total charge is +1.

Atoms and positions in Å:
1 N 1.02 0.11 -1.53
2 C 0.43 0.69 -0.26
3 C -0.45 -0.36 0.40
4 C 0.13 -1.78 0.41
5 N 1.62 -1.74 0.39
6 C -0.28 1.98 -0.64
7 N 0.66 2.81 -1.39
8 H 1.51 0.91 -1.97
9 H 1.64 -0.66 -1.20
10 H 0.32 -0.23 -2.19
11 H 1.30 0.91 0.36
12 H -1.43 -0.40 -0.09
13 H -0.64 -0.02 1.43
14 H -0.18 -2.30 -0.49
15 H -0.25 -2.32 1.27
16 H 1.97 -2.68 0.32
17 H 1.97 -1.44 1.29
18 H -1.18 1.76 -1.22
19 H -0.65 2.45 0.28
20 H 1.24 3.36 -0.77
21 H 0.19 3.48 -1.98
22 H -3.50 -1.87 1.96
23 H -2.96 -1.23 3.19
24 O -2.71 -1.42 2.27

---

Verdict on stability: one) comes out at the bottom.